Computed, not measured: a 2-piece molecular cluster, C3H3ClF2 overall in a non-equilibrium geometry, with the ωB97M-V functional and the def2-TZVPD basis.

Each line ends with the Mulliken charge.
Cartesian coordinates (Å):
1 C 1.94451 -1.41459 -0.07758  -0.314
2 C 2.91422 -0.57799 -0.13866  0.357
3 C -1.14316 0.40338 -0.10089  -0.448
4 F 4.20990 -0.85670 -0.21633  -0.200
5 F -2.27136 -0.02217 -0.63405  -0.217
6 Cl 2.68582 1.20136 -0.08330  -0.165
7 H 0.88095 -1.31230 -0.08416  0.312
8 H -0.60940 1.16018 -0.63890  0.297
9 H -0.96595 0.09679 0.91330  0.377

For the highest occupied orbital energy (spin up / spin down), the calculation gives -10.53 / -8.69 eV. The LUMO energy (spin up / spin down) comes out at 0.14 / -1.70 eV. The spin multiplicity is 1. The calculation puts the orbital gap (spin up / spin down) at 10.673 / 6.998 eV. Its total energy is -21111.374 eV.

***

Computed, not measured: a 2-piece molecular cluster, C5H14 overall in a non-equilibrium geometry, with the ωB97M-V functional and the def2-TZVPD basis.

Each line ends with the Mulliken charge.
Cartesian coordinates (Å):
1 C -1.58230 0.68220 -1.32117  -0.188
2 C -2.08389 -0.70348 -1.10895  -0.934
3 C -0.25682 1.26542 -1.03639  -0.908
4 H -2.22430 1.34426 -0.70683  0.223
5 H -1.77518 1.06848 -2.34467  0.276
6 H -1.87421 -1.47660 -1.98322  0.232
7 H -1.71062 -1.13775 -0.24728  0.304
8 H 0.53832 0.85035 -1.72957  0.284
9 H -3.10228 -0.47605 -1.01688  0.323
10 H 0.05189 1.01239 -0.07544  0.042
11 H -0.11206 2.35280 -1.10643  0.331
12 C 1.47716 -0.39924 2.26106  -0.902
13 C 2.11328 -0.79626 0.98366  -0.829
14 H 1.70880 -1.03633 3.08089  0.344
15 H 1.63151 0.66322 2.43487  0.283
16 H 0.40455 -0.21346 2.22356  0.261
17 H 3.02861 -1.39859 1.14323  0.302
18 H 2.24897 -0.09057 0.17623  0.313
19 H 1.51858 -1.51080 0.37331  0.244

For the highest occupied orbital energy, the calculation gives -10.84 eV. The LUMO energy comes out at 1.10 eV. The spin multiplicity is 1. The calculation puts the orbital gap at 11.940 eV. Its total energy is -5410.580 eV.

***

Computed, not measured: a 2-piece molecular cluster, C2H9N overall in a non-equilibrium geometry, with the ωB97M-V functional and the def2-TZVPD basis.

Each line ends with the Mulliken charge.
Cartesian coordinates (Å):
1 C 1.48491 -0.67890 -0.02938  -0.781
2 C 1.10122 0.77986 -0.00264  -0.615
3 H -3.19800 0.24556 0.23891  0.240
4 H -2.36003 -0.46410 -0.86070  0.210
5 H -1.95364 -0.71625 0.72399  0.228
6 H 0.76286 -1.15209 -0.64491  0.245
7 H 2.51632 -0.96309 -0.35926  0.307
8 H 1.22648 -1.17249 0.96496  0.220
9 H 1.42786 1.58239 -0.70753  0.283
10 H 1.53976 1.19520 0.90621  0.223
11 H 0.02664 0.75201 0.04448  0.152
12 N -2.21501 0.01244 -0.01629  -0.714

For the highest occupied orbital energy, the calculation gives -10.44 eV. The LUMO energy comes out at 1.02 eV. The spin multiplicity is 1. The calculation puts the orbital gap at 11.452 eV. Its total energy is -3709.465 eV.

***

Computed, not measured: C16H32O16PtS as an isolated structure in a non-equilibrium geometry, with the ωB97M-V functional and the def2-TZVPD basis.

Each line ends with the Mulliken spin population.
Cartesian coordinates (Å):
1 Pt 1.09915 -0.30921 -0.42137  0.954
2 S 4.86428 -0.61927 -1.75702  -0.076
3 O 5.60359 -1.05750 -0.55256  0.399
4 O 4.18621 0.63028 -1.39505  0.446
5 O 5.70977 -0.52014 -2.87724  0.005
6 O 3.69800 -1.49029 -1.96871  0.272
7 C 1.59993 -7.15778 4.59919  0.000
8 C 0.44705 -7.03199 3.66948  0.000
9 O 0.60497 -5.70542 3.05306  0.000
10 C -0.17815 -5.31963 2.01413  0.000
11 O -0.08464 -4.22854 1.51271  0.000
12 O -0.96779 -6.34742 1.56219  0.000
13 C -1.75688 -6.26457 0.39359  0.000
14 H 1.59564 -8.11318 5.12387  0.000
15 H 1.64174 -6.29223 5.26038  0.000
16 H 2.52683 -7.06542 4.03311  0.000
17 H -0.52355 -7.19732 4.13714  0.000
18 H 0.57194 -7.81094 2.91732  0.000
19 H -2.52259 -5.49123 0.45477  0.000
20 H -2.34854 -7.17934 0.35882  0.000
21 H -1.19274 -6.11885 -0.52760  0.000
22 C 3.44878 5.49405 3.58138  0.000
23 C 3.03431 4.04878 3.31030  0.000
24 O 2.75667 3.40098 4.51293  0.000
25 C 2.24468 2.19358 4.38056  0.000
26 O 2.15765 1.53466 3.32568  0.001
27 O 1.56475 1.87302 5.45711  0.000
28 C 0.98530 0.60619 5.59876  0.000
29 H 3.56542 5.95749 2.60173  0.000
30 H 4.45811 5.49659 3.99287  0.000
31 H 2.83195 6.12638 4.21998  0.000
32 H 3.87998 3.67823 2.73097  0.000
33 H 2.30180 3.91895 2.51364  0.000
34 H 0.55693 0.38961 4.62015  0.000
35 H 0.26557 0.54321 6.41493  0.000
36 H 1.78381 -0.09339 5.84587  0.000
37 C -3.65662 -3.80345 -6.90635  0.000
38 C -4.34550 -2.80219 -5.89439  0.000
39 O -3.38301 -2.46267 -4.90537  0.000
40 C -2.46540 -1.45817 -5.04488  0.000
41 O -1.52244 -1.27162 -4.20596  0.000
42 O -2.58608 -0.81071 -6.22005  0.000
43 C -1.53533 -0.10922 -6.71332  0.000
44 H -3.45584 -4.79049 -6.48975  0.000
45 H -2.73344 -3.41687 -7.33808  0.000
46 H -4.22229 -3.98618 -7.81998  0.000
47 H -5.12675 -3.27269 -5.29740  0.000
48 H -4.85753 -1.98763 -6.40665  0.000
49 H -0.78515 -0.87843 -6.89665  0.000
50 H -1.11355 0.61752 -6.01900  0.000
51 H -1.73770 0.39077 -7.66051  0.000
52 C -1.87662 5.57293 2.14598  0.000
53 C -2.52697 5.54477 0.73095  0.000
54 O -1.59644 5.79935 -0.27071  0.000
55 C -0.72848 4.79527 -0.61041  0.000
56 O -0.78159 3.59601 -0.29251  0.000
57 O 0.28111 5.22856 -1.36278  0.000
58 C 0.39542 6.58910 -1.90622  0.000
59 H -1.23639 6.40695 2.43338  0.000
60 H -1.19845 4.75839 2.40034  0.000
61 H -2.72014 5.63672 2.83337  0.000
62 H -3.25554 6.30854 0.45907  0.000
63 H -2.96931 4.55483 0.61932  0.000
64 H 0.95907 7.16018 -1.16847  0.000
65 H -0.55141 7.11378 -2.03398  0.000
66 H 0.92241 6.49840 -2.85604  0.000

For the highest occupied orbital energy (spin up / spin down), the calculation gives -8.91 / -8.46 eV. The LUMO energy (spin up / spin down) comes out at -3.34 / -3.33 eV. The spin multiplicity is 3. The calculation puts the orbital gap (spin up / spin down) at 5.562 / 5.131 eV. Its total energy is -63943.116 eV.

***

Computed, not measured: C3H8NiO3 as an isolated structure in a non-equilibrium geometry, with the ωB97M-V functional and the def2-TZVPD basis.

Each line ends with the Mulliken spin population.
Cartesian coordinates (Å):
1 C 0.22096 -2.53385 -1.21538  0.007
2 O 0.29698 -1.33967 -0.48672  0.073
3 H 0.98847 -2.53535 -2.00729  0.005
4 H 0.41395 -3.40708 -0.56901  0.002
5 H -0.76517 -2.66245 -1.69646  0.001
6 C 0.10166 1.41639 -0.61632  -0.006
7 O -0.82504 1.43736 0.46831  0.050
8 C -0.32080 1.62095 1.81062  -0.015
9 O -0.41579 0.42400 2.44518  0.135
10 Ni -0.60050 -0.66530 0.92889  1.733
11 H 0.57857 0.15878 -1.21701  -0.002
12 H -0.46698 1.73834 -1.50280  0.002
13 H 1.04251 1.93811 -0.37184  0.003
14 H -0.97249 2.40614 2.24411  0.010
15 H 0.72369 2.00364 1.78572  0.002

For the highest occupied orbital energy (spin up / spin down), the calculation gives -8.70 / -8.73 eV. The LUMO energy (spin up / spin down) comes out at 0.08 / -0.91 eV. The spin multiplicity is 3. The calculation puts the orbital gap (spin up / spin down) at 8.774 / 7.812 eV. Its total energy is -50422.119 eV.

***

Computed, not measured: C2H5Br3Si as an isolated structure in a non-equilibrium geometry, with the ωB97M-V functional and the def2-TZVPD basis.

Each line ends with the Mulliken charge.
Cartesian coordinates (Å):
1 C -0.39168 -0.39609 -1.46383  -0.855
2 C 0.98847 0.64913 1.53080  -0.660
3 Si 1.03326 -0.19157 -0.22143  0.666
4 Br -0.08421 2.31150 1.32509  -0.141
5 Br 1.38635 -2.80690 1.23626  -0.473
6 Br 2.95946 0.80909 -0.88830  -0.215
7 H -0.11200 -1.10731 -2.26056  0.310
8 H -1.29382 -0.75183 -0.88337  0.307
9 H -0.58224 0.62555 -1.91380  0.314
10 H 2.01304 0.81439 1.72736  0.394
11 H 0.36058 0.10444 2.37713  0.353

For the highest occupied orbital energy, the calculation gives -9.48 eV. The LUMO energy comes out at -1.36 eV. The spin multiplicity is 1. The calculation puts the orbital gap at 8.120 eV. Its total energy is -220161.102 eV.

***

ΔE to the lowest compared entry with this formula, charge and spin (kJ/mol)
500.0; 141.8; 57.0; 744.4; 228.6; 189.8
M (g mol⁻¹)
112.51; 74.17; 47.10; 707.56; 150.79; 296.86